The following is a DFT calculation (ωB97M-V/def2-TZVPD) of an isolated molecule of C2H2N2OS2.

Output
* SMILES string: O=C1SN=CNS1
* ΔE to the lowest compared entry with this formula, charge and spin: 0.146 eV
* HOMO energy: -9.111 eV
* E_LUMO: 0.12 eV

Geometry (Å):
O -2.527 0.689 -1.385
C -1.545 0.344 -0.776
S -1.618 0.042 0.974
N -0.149 -0.671 1.466
C 0.941 -0.440 0.883
N 1.060 0.285 -0.273
S 0.009 -0.020 -1.598
H 1.875 -0.773 1.306
H 1.955 0.544 -0.599